{"formula": "C2H2Cl2S", "method": "the ωB97M-V functional and the def2-TZVPD basis", "lumo_ev": [-0.941, -0.941], "total_energy_ha": -1395.929644, "relative_energy_ev": 0.713, "gap_ev": [8.4127, 8.4122], "species": ["C", "C", "S", "Cl", "Cl", "H", "H"], "coordinates": [[-0.3240, -0.9265, -0.1535], [0.0366, 0.6430, 0.0554], [-0.2055, -1.5051, -1.6634], [-1.0724, 1.4065, 1.1912], [1.6598, 0.5625, 0.6400], [-0.2469, -1.3698, 0.7685], [0.1523, 1.1895, -0.8381]], "atomic_forces_ev_per_a": [[1.499, 3.791, -3.438], [-1.005, -2.655, 0.369], [-0.581, -0.077, 1.281], [-0.051, 0.090, -0.053], [1.333, 0.084, 0.911], [-0.443, -1.715, 2.033], [-0.752, 0.482, -1.103]], "nbo_charge": [-0.26, -0.30, 0.12, 0.00, 0.02, 0.19, 0.23]}

=====

{"formula": "C2H2Cl2S2", "method": "the ωB97M-V functional and the def2-TZVPD basis", "lumo_ev": [0.612, -3.200], "total_energy_ha": -1794.046368, "relative_energy_ev": 0.000, "gap_ev": [7.9257, 6.5030], "spin_multiplicity": 3, "species": ["C", "C", "S", "S", "Cl", "Cl", "H", "H"], "coordinates": [[-0.9352, 0.2494, 0.0417], [0.4458, -0.0352, 0.5705], [-1.9194, 1.2847, 0.8163], [1.5730, 0.7009, -0.7205], [-1.4796, -0.6172, -1.3986], [0.5979, -1.8230, 0.7599], [0.4904, 0.3864, 1.6752], [1.2273, -0.1459, -1.7447]], "atomic_forces_ev_per_a": [[1.158, -1.991, -1.114], [-1.222, 0.377, 0.453], [-1.488, 1.303, 0.836], [0.396, -0.537, 0.574], [0.151, 0.719, 0.907], [0.460, 0.168, 0.112], [0.575, -0.431, -2.588], [-0.030, 0.392, 0.820]], "mulliken_spin": [0.57, 0.00, 1.22, 0.08, 0.09, 0.04, 0.00, 0.00]}

=====

{"formula": "C2H2Cl3NO3S", "method": "the ωB97M-V functional and the def2-TZVPD basis", "lumo_ev": -0.493, "total_energy_ha": -2136.625161, "relative_energy_ev": 0.274, "gap_ev": 10.4032, "species": ["C", "C", "N", "O", "O", "O", "S", "Cl", "Cl", "Cl", "H", "H"], "coordinates": [[-1.2273, 0.1842, 0.0159], [-1.7055, 1.1441, 1.0289], [-0.3425, 0.5942, -0.9050], [-1.5121, -0.9690, 0.2015], [-1.3868, -0.6018, 3.1215], [-0.9719, 1.7151, 3.6971], [-0.8844, 0.6635, 2.7530], [-1.3835, 2.8587, 0.6407], [-3.4114, 0.8480, 1.4695], [1.0133, 0.6137, 2.2258], [0.2135, 1.4214, -0.7822], [0.2408, -0.2403, -1.1479]], "atomic_forces_ev_per_a": [[0.656, -0.868, 0.571], [-1.108, 1.520, 2.177], [1.679, -1.501, -1.019], [-0.429, -0.731, -0.463], [0.267, -0.814, -0.287], [-0.243, 0.879, -0.156], [-1.168, 0.603, -0.224], [-0.143, -0.712, 0.412], [0.463, 0.433, -0.516], [1.096, -0.351, -0.412], [-0.289, 0.364, 0.113], [-0.781, 1.178, -0.196]], "nbo_charge": [0.56, -0.33, -0.80, -0.54, -0.85, -0.88, 2.07, 0.04, 0.08, -0.18, 0.41, 0.41]}

=====

{"formula": "C2H2Cl4Si", "method": "the ωB97M-V functional and the def2-TZVPD basis", "lumo_ev": 0.506, "total_energy_ha": -2207.770560, "relative_energy_ev": 1.220, "gap_ev": 11.7479, "species": ["C", "C", "Si", "Cl", "Cl", "Cl", "Cl", "H", "H"], "coordinates": [[-1.4346, 0.1897, -1.0505], [-0.2748, 0.2570, -0.9211], [1.4141, 0.8147, -0.4879], [-2.0722, -2.3428, 1.8038], [2.0804, 0.4432, 1.4292], [1.8727, 2.7748, -0.7283], [2.5448, -0.2054, -1.8291], [-1.6273, -2.1176, 3.0048], [-2.5032, 0.1864, -1.2210]], "atomic_forces_ev_per_a": [[-4.687, -0.165, -0.782], [4.385, 1.171, 1.407], [0.290, -0.627, -0.088], [0.225, 0.108, 0.594], [-0.529, -0.200, -0.498], [-0.458, 0.160, -0.154], [0.343, -0.152, -0.015], [-0.218, -0.103, -0.599], [0.649, -0.193, 0.136]], "nbo_charge": [-0.11, -0.54, 1.41, -0.27, -0.34, -0.33, -0.34, 0.27, 0.25]}

=====

{"formula": "C2H2Cl5P", "method": "the ωB97M-V functional and the def2-TZVPD basis", "lumo_ev": [-1.008, -1.215], "total_energy_ha": -2719.608242, "relative_energy_ev": 2.822, "gap_ev": [7.0236, 7.6604], "species": ["C", "C", "P", "Cl", "Cl", "Cl", "Cl", "Cl", "H", "H"], "coordinates": [[1.4676, -0.6687, -0.4630], [-2.9083, -1.2804, 0.4074], [1.0951, -1.6266, 1.1326], [3.1510, -0.2246, -0.2793], [1.3348, -1.7316, -1.9023], [-1.3526, -1.8848, 0.3327], [-3.0640, 0.3242, -0.1194], [2.1176, -3.2533, 0.5328], [0.9993, 0.2599, -0.5694], [-3.4652, -1.3188, 1.3479]], "atomic_forces_ev_per_a": [[0.929, -2.093, 0.323], [-1.035, 0.952, 0.998], [0.753, 0.713, 0.063], [1.164, 0.484, 0.021], [-0.552, 0.910, -0.198], [-0.130, -1.140, -0.463], [-0.195, 0.840, -0.746], [0.164, -0.748, 0.579], [-1.394, 0.962, -0.356], [0.297, -0.879, -0.221]], "nbo_charge": [-0.56, -0.32, 0.60, 0.00, -0.02, 0.10, 0.03, -0.26, 0.23, 0.20]}

=====

{"formula": "C2H2ClF2I", "method": "the ωB97M-V functional and the def2-TZVPD basis", "lumo_ev": -1.419, "total_energy_ha": -1034.941366, "relative_energy_ev": 1.996, "gap_ev": 8.9018, "species": ["C", "C", "F", "F", "Cl", "I", "H", "H"], "coordinates": [[0.6530, 0.0504, -0.5849], [-0.5619, -0.3339, 0.4187], [0.4463, 0.3405, -1.8780], [-1.6451, -0.7858, -0.2422], [-1.3465, 1.8301, 0.9539], [-0.0533, -1.3158, 2.1546], [1.1529, 0.9928, -0.2124], [1.3546, -0.7783, -0.6097]], "atomic_forces_ev_per_a": [[1.005, 1.027, 2.094], [-0.981, 2.987, -2.684], [-1.698, -0.113, -0.925], [1.326, 0.160, 0.985], [0.969, -2.512, -0.442], [-0.082, 0.125, -0.043], [-0.568, -1.321, 0.464], [0.030, -0.354, 0.550]], "nbo_charge": [-0.03, 0.31, -0.33, -0.32, -0.35, 0.31, 0.22, 0.18]}

=====

{"formula": "C2H2ClF2NO2", "method": "the ωB97M-V functional and the def2-TZVPD basis", "lumo_ev": [-1.349, -1.349], "total_energy_ha": -942.339882, "relative_energy_ev": 4.761, "gap_ev": [8.6532, 8.6538], "species": ["C", "C", "N", "O", "O", "F", "F", "Cl", "H", "H"], "coordinates": [[1.4255, 0.0942, -0.2735], [0.1761, -0.5232, 0.0450], [-0.7603, 0.2042, 0.5449], [-0.6630, 1.3491, 0.9439], [-1.9783, -0.5927, 0.6885], [1.3680, 0.8807, -1.3851], [-0.3111, -1.7948, -0.3011], [-3.1507, 0.1329, -0.4408], [2.2633, -0.5989, -0.3873], [1.6305, 0.8487, 0.5654]], "atomic_forces_ev_per_a": [[2.423, 1.199, 1.562], [-2.963, -2.951, -0.648], [-0.091, -0.345, 0.422], [-0.916, 0.146, 0.094], [-1.274, 2.106, -0.726], [-0.318, 0.255, -1.175], [2.363, 1.790, -0.063], [1.129, -0.757, 1.221], [-0.251, -0.067, 0.109], [-0.102, -1.375, -0.796]], "nbo_charge": [-0.05, 0.45, 0.33, -0.41, -0.34, -0.34, -0.30, 0.23, 0.21, 0.22]}

=====

{"formula": "C2H2ClFNO2", "method": "the ωB97M-V functional and the def2-TZVPD basis", "lumo_ev": [3.484, 3.502], "total_energy_ha": -842.601671, "charge": -1, "relative_energy_ev": 5.174, "gap_ev": [8.4480, 8.1207], "species": ["C", "C", "N", "O", "O", "F", "Cl", "H", "H"], "coordinates": [[-1.6890, 0.0243, 0.4565], [1.6569, -0.0628, 0.2083], [-0.7562, -0.2470, -0.6974], [-2.6810, 0.6669, 0.2290], [-1.2590, -0.5081, 1.4804], [-0.6470, 0.8692, -1.6043], [2.5702, -1.0283, -0.9744], [1.4807, 0.9502, -0.1472], [1.3244, -0.6646, 1.0491]], "atomic_forces_ev_per_a": [[1.311, 0.210, -0.018], [0.500, -0.935, -1.235], [0.668, 0.022, -0.648], [-1.737, 1.056, -0.712], [0.537, -0.653, 0.412], [-0.503, -0.648, 1.040], [-0.480, 0.639, 0.728], [-0.115, -0.428, 0.616], [-0.182, 0.737, -0.182]], "nbo_charge": [0.77, -0.34, 0.01, -0.71, -0.75, -0.31, -0.10, 0.21, 0.23]}

=====

{"formula": "C2H2ClFO2", "method": "the ωB97M-V functional and the def2-TZVPD basis", "lumo_ev": 0.578, "total_energy_ha": -787.858938, "relative_energy_ev": 2.623, "gap_ev": 9.9053, "species": ["C", "C", "O", "O", "F", "Cl", "H", "H"], "coordinates": [[0.0694, 0.0207, 2.3376], [0.1542, 0.4606, -1.9971], [-0.5779, -0.8128, 1.5534], [-0.7040, 0.7910, -1.2594], [0.1735, 0.7926, -3.2251], [1.0077, -0.8695, 3.4315], [1.0918, -0.1239, -1.9407], [-1.2148, -0.2588, 1.0998]], "atomic_forces_ev_per_a": [[-0.848, 0.478, -0.701], [0.821, -0.832, 1.639], [0.470, -0.056, 1.001], [0.130, -0.347, 0.513], [-0.609, 1.330, -3.500], [0.602, -0.669, 0.388], [-0.393, -0.196, 1.432], [-0.172, 0.293, -0.773]], "nbo_charge": [0.15, 0.74, -0.65, -0.54, -0.31, -0.02, 0.11, 0.52]}

=====

{"formula": "C2H2ClFOS", "method": "the ωB97M-V functional and the def2-TZVPD basis", "lumo_ev": -0.708, "total_energy_ha": -1110.841073, "relative_energy_ev": 1.075, "gap_ev": 9.4941, "species": ["C", "C", "H", "H", "O", "F", "S", "Cl"], "coordinates": [[0.5029, 0.4513, 0.2969], [-0.2724, 0.0021, -0.8450], [1.7177, 0.1836, 1.4380], [-0.8706, 0.8845, -1.2514], [1.6329, -0.3411, 0.5312], [0.3147, -0.5288, -2.0625], [0.1669, 1.6346, 1.2418], [-1.2233, -1.3208, -0.1443]], "atomic_forces_ev_per_a": [[3.929, -3.100, -1.574], [-2.025, 0.147, -3.745], [1.384, -2.024, -1.675], [0.301, -1.510, 0.790], [-2.003, 2.927, 2.364], [-0.017, 0.929, 2.573], [-1.179, 2.498, 1.632], [-0.388, 0.133, -0.365]], "nbo_charge": [0.07, 0.11, 0.49, 0.22, -0.64, -0.34, 0.06, 0.02]}

=====

- Number 7 is which compound?
  C2H2ClF2NO2